Record 1
Below is a gas-phase ion, C15H19ClIN2O2P2 (charge +1), with properties calculated with ωB97M-V/def2-TZVPD.

Summary:
LUMO level, eV: -4.876
Energy, a.u.: -2283.18510
Charge: +1
Structure (SMILES): [H]/N=C/Cc1c(P(C)O)c([C@@H](Cl)CC)c([PH2]=O)c2c(I)c[nH+]cc12

Structure (XYZ):
```
42
C15H19ClIN2O2P2 ωB97M-V/def2-TZVPD
C 3.4376 2.4358 1.7376
C 1.9488 2.5280 1.1555
C 0.9428 1.5708 1.9934
Cl 1.8532 0.4188 3.1303
C -0.0769 0.8054 1.0862
C 0.5741 -0.2226 0.1605
P 2.4548 -0.4978 0.0520
C 2.7920 -2.2210 0.8033
O 2.9657 -0.4774 -1.5871
C -0.2146 -1.0789 -0.7602
C 0.4124 -2.1459 -1.7059
C 0.4877 -1.6067 -3.1905
N 0.1357 -0.4112 -3.5003
C -1.6998 -0.8713 -0.7190
C -2.4967 -1.7326 -1.6498
N -3.8640 -1.6564 -1.7251
C -4.5492 -0.7772 -0.8772
C -3.8785 0.1169 0.0862
I -5.2554 1.2429 1.2379
C -2.3644 0.1407 0.1977
C -1.5495 1.0501 1.1172
P -2.2557 2.3702 2.1888
O -1.3509 3.3387 2.8870
H 3.4685 2.6941 2.8385
H 4.0756 3.2226 1.2254
H 3.9068 1.4424 1.5089
H 1.6484 3.6070 1.2956
H 1.9724 2.2112 0.0765
H 0.4866 2.2673 2.7382
H 3.3410 -2.8589 0.0524
H 1.7736 -2.6881 0.9744
H 3.3170 -2.1236 1.7875
H 3.3917 -1.3526 -1.7105
H -0.2379 -3.0769 -1.6999
H 1.4386 -2.4906 -1.4239
H 0.8524 -2.2718 -4.0308
H 0.3038 -0.2943 -4.5130
H -2.0143 -2.4613 -2.3566
H -4.3684 -2.2495 -2.3931
H -5.6695 -0.8015 -0.9855
H -3.0698 1.7236 3.1838
H -3.0656 3.1813 1.3135
```

Record 2
Below is 2 unconnected molecules or ions with the total composition C4H12NO3, with properties calculated with ωB97M-V/def2-TZVPD.

Summary:
LUMO level, eV: 3.676
Energy, a.u.: -440.01107
Charge: -1

Structure (XYZ):
```
20
C4H12NO3 ωB97M-V/def2-TZVPD
C 0.0636 0.1627 -0.0917
C 0.1753 -1.0387 -1.0528
C 1.5936 -1.6988 -1.0743
O 1.6493 -2.6124 0.0843
N -0.2194 -0.2915 1.3057
C -0.4170 0.9830 2.1949
O -1.0788 2.0067 1.8318
H 1.0949 0.5391 0.0917
H -0.8359 0.9457 -0.4128
H -0.6195 -1.7975 -0.7228
H 0.0170 -0.6575 -2.0624
H 1.8034 -2.1506 -2.0538
H 2.6127 -1.2109 -0.8996
H 1.4909 -1.9934 0.8254
H -0.9825 -0.8574 1.3661
H -0.9525 0.4021 3.0304
H 0.6477 1.2376 2.3440
H -2.1563 2.3790 -0.7829
H -1.5491 3.0038 -2.1798
O -2.3374 2.6488 -1.7416
```

Record 3
Below is C4H7Cl in the gas phase, with properties calculated with ωB97M-V/def2-TZVPD.

Summary:
LUMO level, eV: 1.052
Energy, a.u.: -616.75735
Charge: 0
Structure (SMILES): C/C=C\CCl

Structure (XYZ):
```
12
C4H7Cl ωB97M-V/def2-TZVPD
C -0.1001 0.1805 2.1341
C 0.3705 -0.9816 1.3120
C 0.0233 -1.3418 0.1083
C -0.7837 -0.3133 -0.7686
H 0.2588 1.1310 1.7290
H 0.2208 0.0593 3.1319
H -1.1929 0.2181 2.0621
H 1.2789 -1.4367 1.8066
H 0.4387 -2.2640 -0.2820
H -1.3049 -0.6232 -1.6622
H -1.6278 0.1887 -0.2904
Cl 0.2864 1.0273 -1.3653
```

Record 4
Below is a molecular structure, C41H44N9O2RuS2, with properties calculated with ωB97M-V/def2-TZVPD.

Summary:
LUMO level (spin up / spin down), eV: -4.888 / -4.961
Energy, a.u.: -3123.13373
Charge: +1

Structure (XYZ):
```
99
C41H44N9O2RuS2 ωB97M-V/def2-TZVPD
Ru -0.4209 0.0396 -0.2545
C 0.9872 3.0005 -2.2762
C -0.1153 2.4752 -3.1512
C -0.0399 2.6646 -4.5269
C -1.1041 2.3346 -5.3458
C -2.2863 1.8785 -4.7827
C -2.4045 1.6856 -3.4112
C -3.7601 1.3972 -2.8274
C -1.2703 1.9021 -2.6120
N -1.3034 1.5704 -1.2188
C -2.1359 2.3685 -0.4538
O -2.5993 3.4352 -0.7934
C -2.4324 1.7693 0.8827
C -3.2258 2.3305 1.8621
C -3.3738 1.6398 3.0611
C -2.7266 0.4257 3.2479
C -1.9484 -0.0682 2.2163
N -1.8415 0.5943 1.0747
C -1.1804 -1.3519 2.2427
O -1.2318 -2.0748 3.2204
N -0.4989 -1.5926 1.0787
C -0.0846 -2.9598 0.9631
C -1.0513 -3.9779 0.8861
C -2.5261 -3.7329 1.0508
C -0.6213 -5.2949 0.7501
C 0.7251 -5.6173 0.7317
C 1.6651 -4.6103 0.8676
C 1.2766 -3.2813 0.9921
C 2.3338 -2.2304 1.1833
H 1.9374 2.9951 -2.8111
H 1.0878 2.4495 -1.3461
H 0.7657 4.0349 -2.0015
H 0.8611 3.0904 -4.9523
H -1.0316 2.4751 -6.4165
H -3.1492 1.6980 -5.4128
H -4.4197 0.9642 -3.5789
H -4.2087 2.3367 -2.4986
H -3.7233 0.7251 -1.9715
H -3.6964 3.2849 1.6726
H -3.9858 2.0542 3.8508
H -2.7995 -0.1467 4.1619
H -2.8348 -2.7513 0.6978
H -2.7851 -3.8074 2.1083
H -3.1000 -4.4853 0.5077
H -1.3648 -6.0813 0.6909
H 1.0386 -6.6492 0.6413
H 2.7201 -4.8550 0.9038
H 3.2286 -2.6770 1.6161
H 1.9934 -1.4361 1.8451
H 2.6245 -1.7841 0.2287
S 0.9526 1.1368 1.0915
C 2.4130 0.9414 0.1840
N 3.5271 1.2815 0.7941
N 4.6928 1.1925 0.2715
C 5.1188 1.0479 -1.0849
C 4.4921 1.7265 -2.1194
C 4.9984 1.6087 -3.4010
C 6.1217 0.8270 -3.6472
C 6.7552 0.1745 -2.6003
C 6.2582 0.2889 -1.3105
N 2.4043 0.4018 -1.0540
N 1.3148 -0.0776 -1.4834
C 1.4762 -0.5352 -2.8429
C 2.7387 -0.8951 -3.3203
C 2.8807 -1.3049 -4.6326
C 1.7776 -1.3445 -5.4804
C 0.5295 -0.9867 -4.9976
C 0.3728 -0.5930 -3.6758
H 5.4270 1.3786 0.9413
H 3.6274 2.3468 -1.9274
H 4.5161 2.1369 -4.2126
H 6.5092 0.7397 -4.6532
H 7.6381 -0.4229 -2.7822
H 6.7445 -0.2186 -0.4860
H 3.5964 -0.8639 -2.6645
H 3.8578 -1.5936 -4.9968
H 1.8959 -1.6542 -6.5106
H -0.3359 -1.0030 -5.6483
H -0.6024 -0.3100 -3.3072
C -1.0336 -4.2130 -4.1699
N -1.0041 -3.3952 -2.9606
C 0.2607 -3.4516 -2.2530
C -2.0522 -2.6714 -2.5733
S -2.1286 -1.3663 -1.4573
N -3.2524 -3.0395 -3.1023
C -4.3602 -2.1009 -3.2011
C -3.6719 -4.4390 -3.0287
H -0.1054 -4.0358 -4.7113
H -1.8707 -3.9279 -4.7996
H -1.0996 -5.2767 -3.9344
H 0.3426 -4.3951 -1.7125
H 0.3256 -2.6359 -1.5480
H 1.0711 -3.3774 -2.9755
H -3.9934 -1.1266 -3.5081
H -4.8981 -1.9974 -2.2547
H -5.0467 -2.4778 -3.9592
H -2.8903 -5.0507 -2.5866
H -3.9272 -4.8342 -4.0131
H -4.5536 -4.5045 -2.3876
```

Record 5
Below is a gas-phase ion, C5H6NO (charge +1), with properties calculated with ωB97M-V/def2-TZVPD.

Summary:
LUMO level (spin up / spin down), eV: -7.053 / -7.052
Energy, a.u.: -323.62978
Charge: +1
Structure (SMILES): O=[N+]1C=C2C[C@@H]2C1

Structure (XYZ):
```
13
C5H6NO ωB97M-V/def2-TZVPD
C -1.1749 1.4118 0.1326
C 0.1126 1.1710 0.4734
C 1.2028 0.5825 -0.3773
C -1.0017 -0.9667 0.1125
C 0.3544 -0.3558 0.5198
N -1.9606 0.0988 0.1203
O -3.0670 0.0038 -0.3003
H -1.7023 2.2575 0.0028
H 1.0339 0.7919 -1.5125
H 2.2220 0.4640 -0.1399
H -1.1271 -1.4923 -0.7518
H -1.3381 -1.6869 0.8769
H 0.9512 -0.7414 1.3487
```

Record 6
Below is H4N4O in the gas phase, with properties calculated with ωB97M-V/def2-TZVPD.

Summary:
LUMO level, eV: 0.467
Energy, a.u.: -296.50719
Charge: 0
Structure (SMILES): NNNN=O

Structure (XYZ):
```
9
H4N4O ωB97M-V/def2-TZVPD
N 1.6274 0.0167 -0.4949
N -1.4976 0.4859 -0.1866
N 0.5594 -0.4389 0.3682
N -0.7168 -0.7064 -0.1288
O 2.6024 0.3855 0.1325
H -1.8065 0.6447 0.7518
H -1.1596 1.2566 -0.7286
H 0.9173 -0.4758 1.3369
H -0.5261 -1.1681 -1.0504
```